Entry 1:
ORCA calculation (ωB97M-V with the def2-TZVPD basis set) on 13 unconnected molecules or ions with the total composition C50H98Cl8F12O23 in a non-equilibrium geometry.

CARTESIAN COORDINATES (ANGSTROEM)
C  24.052  26.011  10.976
O  23.409  25.001  10.214
C  24.188  24.422  9.215
C  23.457  23.242  8.601
O  23.610  22.079  9.375
C  22.701  20.951  9.305
C  23.301  19.789  10.073
O  24.295  19.209  9.300
C  24.882  18.121  9.937
H  23.282  26.436  11.592
H  24.496  26.789  10.355
H  24.832  25.533  11.565
H  25.212  24.119  9.493
H  24.301  25.136  8.390
H  23.818  23.147  7.567
H  22.384  23.514  8.479
H  22.665  20.567  8.261
H  21.735  21.281  9.640
H  22.511  18.994  10.389
H  23.699  20.242  11.040
H  24.158  17.580  10.531
H  25.666  18.521  10.596
H  25.261  17.543  9.130
C  17.640  21.236  14.417
O  17.576  22.310  13.523
C  17.087  22.106  12.230
C  17.482  23.164  11.263
O  18.831  22.888  10.866
C  19.666  24.045  10.697
C  19.391  24.710  9.332
O  18.074  25.214  9.423
C  17.516  25.784  8.267
H  16.578  20.972  14.653
H  18.094  21.620  15.305
H  18.181  20.372  14.027
H  16.004  22.059  12.301
H  17.403  21.084  11.828
H  17.340  24.183  11.685
H  16.833  23.151  10.387
H  20.713  23.680  10.790
H  19.433  24.744  11.531
H  19.459  23.947  8.533
H  20.104  25.526  9.092
H  18.022  26.731  8.125
H  16.455  25.853  8.352
H  17.701  25.150  7.414
C  25.727  18.099  13.895
O  24.345  18.256  14.015
C  24.028  19.218  14.959
C  22.549  19.528  14.821
O  21.591  18.534  15.267
C  21.346  17.469  14.322
C  20.039  16.848  14.859
O  19.031  17.746  14.537
C  17.763  17.346  14.802
H  26.015  17.774  12.864
H  26.052  17.337  14.605
H  26.267  19.027  14.135
H  24.511  20.194  14.848
H  24.290  18.998  16.035
H  22.292  19.713  13.758
H  22.266  20.393  15.453
H  22.198  16.742  14.324
H  21.255  17.939  13.298
H  20.107  16.724  15.971
H  19.867  15.845  14.486
H  17.130  18.087  14.350
H  17.482  17.328  15.856
H  17.605  16.362  14.341
C  26.904  25.621  15.441
O  26.284  24.601  14.664
C  26.856  23.346  14.888
C  26.385  22.363  13.829
O  24.946  22.155  13.792
C  24.270  23.162  12.921
C  22.837  22.822  12.892
O  22.109  23.613  13.771
C  20.864  23.041  13.997
H  26.780  26.617  14.965
H  27.987  25.487  15.507
H  26.496  25.593  16.462
H  26.549  23.026  15.911
H  27.976  23.383  14.905
H  26.790  21.366  14.112
H  26.603  22.827  12.824
H  24.792  23.127  11.964
H  24.380  24.185  13.402
H  22.695  21.764  13.081
H  22.410  22.981  11.907
H  20.353  23.792  14.580
H  20.917  22.050  14.407
H  20.248  22.950  13.093
C  22.238  15.205  11.235
O  21.642  14.532  12.323
C  22.264  13.337  12.663
C  21.647  12.851  13.957
O  20.278  12.542  13.901
C  19.984  11.170  13.547
C  18.517  11.141  13.260
O  17.769  11.330  14.467
C  16.376  11.075  14.257
H  22.360  14.615  10.286
H  23.283  15.516  11.475
H  21.651  16.117  11.136
H  23.330  13.572  12.789
H  22.105  12.568  11.886
H  21.742  13.662  14.725
H  22.177  12.015  14.356
H  20.181  10.444  14.334
H  20.521  10.943  12.642
H  18.283  10.136  12.738
H  18.320  11.999  12.576
H  15.993  11.726  13.458
H  15.832  11.272  15.161
H  16.280  10.047  14.038
C  22.475  24.349  16.897
C  23.022  22.957  16.704
O  22.750  22.137  17.898
C  23.715  21.967  18.777
O  24.682  22.628  18.922
C  23.274  20.766  19.704
F  24.275  20.493  20.547
F  22.235  21.124  20.479
F  22.942  19.681  19.031
H  22.796  24.820  15.951
H  22.843  24.872  17.747
H  21.371  24.385  16.836
H  24.083  22.850  16.546
H  22.553  22.497  15.868
C  15.055  17.333  17.235
C  13.806  16.455  16.953
O  12.579  17.289  17.209
C  12.132  17.949  16.120
O  12.655  17.998  15.059
C  10.803  18.666  16.484
F  10.453  19.421  15.454
F  9.860  17.783  16.684
F  10.917  19.444  17.582
H  15.214  18.058  16.469
H  15.946  16.747  17.306
H  14.847  17.941  18.164
H  13.754  15.681  17.694
H  13.844  15.944  16.026
C  22.313  16.498  17.931
C  23.602  16.384  17.074
O  23.754  14.979  16.719
C  24.608  14.670  15.798
O  25.265  15.384  15.103
C  24.869  13.155  15.791
F  23.819  12.445  16.290
F  25.203  12.722  14.582
F  25.894  12.897  16.593
H  22.264  15.977  18.912
H  21.434  16.179  17.378
H  22.095  17.572  17.997
H  24.476  16.702  17.614
H  23.565  16.981  16.144
C  14.540  16.929  12.535
C  14.685  18.066  11.520
O  13.934  19.213  11.817
C  12.619  19.097  11.687
O  12.052  18.134  11.316
C  11.974  20.449  11.941
F  12.423  21.010  13.085
F  12.221  21.219  10.877
F  10.649  20.304  12.051
H  13.705  16.243  12.347
H  14.533  17.269  13.558
H  15.418  16.278  12.566
H  14.508  17.655  10.482
H  15.716  18.353  11.514
C  19.254  19.005  17.259
Cl  20.203  20.504  17.555
Cl  17.865  18.913  18.343
H  18.924  18.977  16.230
H  19.946  18.201  17.530
C  17.834  13.908  16.395
Cl  16.159  14.374  15.911
Cl  18.276  14.648  17.969
H  17.782  12.833  16.384
H  18.492  14.399  15.687
C  26.339  15.122  11.844
Cl  25.741  13.784  10.830
Cl  28.039  15.394  11.475
H  25.807  15.978  11.446
H  26.194  14.802  12.863
C  27.722  18.802  17.289
Cl  28.289  20.362  16.493
Cl  26.200  19.012  18.063
H  27.540  18.112  16.441
H  28.431  18.542  18.018

The charge is 0. As for the energy above the lowest of the compared OMol25 structures with the same formula, charge and spin: 0.000 eV. The value obtained for the HOMO-LUMO gap is 9.8 eV. Its HOMO energy is -0.348 Ha.

Entry 2:
ORCA calculation (ωB97M-V with the def2-TZVPD basis set) on a molecular structure, C7H10ClNS2 in a non-equilibrium geometry.

CARTESIAN COORDINATES (ANGSTROEM)
C  0.540  0.544  -0.260
C  -0.650  0.308  0.304
C  1.826  -0.159  0.003
C  -0.711  -0.701  1.376
C  1.609  -1.503  0.805
C  0.695  -1.134  1.946
C  -1.257  1.980  -1.556
N  -2.169  1.168  -3.043
S  0.461  1.685  -1.626
S  -1.992  1.334  -0.031
Cl  -1.679  3.631  -1.798
H  2.167  -0.494  -0.960
H  2.649  0.315  0.531
H  -1.253  -0.332  2.247
H  -1.051  -1.670  1.118
H  1.262  -2.272  0.242
H  2.617  -1.877  1.181
H  1.146  -0.226  2.538
H  0.672  -2.020  2.670
H  -1.794  0.238  -3.027
H  -3.089  1.185  -2.660

The charge is 0. As for the energy above the lowest of the compared OMol25 structures with the same formula, charge and spin: 0.840 eV. The value obtained for the HOMO-LUMO gap is 8.5 eV. Its HOMO energy is -0.290 Ha.

Entry 3:
ORCA calculation (ωB97M-V with the def2-TZVPD basis set) on a gas-phase ion, C2H5N2S2 (charge +1) in a non-equilibrium geometry.

CARTESIAN COORDINATES (ANGSTROEM)
N  -0.436  -1.073  0.857
C  -0.418  -0.105  -0.039
N  -1.408  0.770  -0.217
C  1.157  0.277  -0.772
S  2.234  0.864  0.535
S  2.337  -0.997  -0.366
H  0.312  -1.588  1.228
H  -1.307  -1.120  1.333
H  -1.424  1.437  -1.008
H  -2.296  0.923  0.281
H  1.249  0.612  -1.833

The charge is +1. As for the energy above the lowest of the compared OMol25 structures with the same formula, charge and spin: 0.700 eV. The value obtained for the HOMO-LUMO gap is 8.7 eV. The SMILES is NC(=[NH2+])C1SS1. Its HOMO energy is -0.472 Ha.

Number 1: total energy -233312.8174 eV. Number 2: total energy -43101.8920 eV. Number 3: total energy -26798.0198 eV.